[1]
This record from OMol25 describes a cluster of 11 separate species, C39H89NO14 in total at a distorted geometry. The level of theory is wB97M-V/def2-TZVPD.

Properties
LUMO level   -1.41 eV
Kohn-Sham gap   6.8783 eV

```
143
Properties=species:S:1:pos:R:3:forces:R:3:lowdin_charge:R:1
O -4.326056 -3.573939 2.482660 -0.1 0.3 0.3 -0.064
O 11.157642 -2.473772 -3.619404 -0.2 0.0 -0.2 -0.071
O -4.165706 0.195908 0.845239 1.1 1.2 -1.0 0.063
O -2.933466 -1.402438 -0.062164 0.3 1.5 -0.7 0.104
O -6.910208 1.395280 3.542556 0.2 -0.1 0.2 -0.061
O -3.867746 -8.524555 0.704572 -0.1 0.1 0.2 -0.069
O -1.168595 -2.978478 -2.974952 -0.4 0.1 -0.2 -0.048
O -2.376477 -0.124891 -5.520765 1.3 1.9 2.3 -0.054
O 5.626209 5.096994 -2.858085 -0.4 0.0 0.1 -0.064
O 1.378894 2.013766 -0.797928 -0.1 0.1 0.3 -0.080
O -9.716310 3.514411 5.042386 0.0 0.2 -0.3 -0.070
O 8.744429 1.708383 -3.912608 0.1 0.0 0.1 -0.079
O -1.816415 4.413654 3.885574 0.1 -0.1 -0.3 -0.068
O -0.719613 1.370325 -5.742619 -0.1 0.8 1.8 -0.024
N -1.584065 2.505773 -3.214797 -0.3 -0.6 1.3 0.127
C -2.153058 -4.004496 1.539880 0.2 0.1 0.1 -0.076
C -10.621358 3.869902 6.086289 0.2 -0.6 0.3 -0.497
C -1.596102 0.797810 -5.074071 -1.7 -2.4 -2.7 -0.650
C 2.736994 2.208918 -1.196793 -0.1 -0.3 -0.7 -0.482
C -1.760134 6.786298 4.290121 0.2 0.1 -0.1 -0.064
C -0.922669 2.587986 1.188287 -0.9 -0.1 -1.1 -0.076
C -3.652880 -5.878045 2.273289 -0.1 0.0 0.3 -0.068
C 10.806649 -3.721802 -3.023231 0.5 0.1 0.5 -0.495
C -3.200202 -4.452567 2.545954 -0.1 -0.3 -0.7 -0.487
C -11.669310 2.778745 6.241844 -0.2 0.0 -0.1 -0.064
C 0.602090 -4.479623 -2.348888 -0.1 -0.3 0.0 -0.058
C 7.068538 5.750393 -1.043978 -0.2 0.1 0.2 -0.065
C -1.691425 -8.945979 -0.233416 0.2 0.2 0.1 -0.062
C -2.263006 2.149045 -0.903254 -0.5 0.6 -0.4 -0.113
C -2.645379 0.745995 -1.185271 0.5 1.6 -2.3 0.028
C -2.741462 -9.397223 0.770403 -0.1 -0.2 -0.7 -0.500
C -3.926326 5.572763 3.910829 -0.2 -0.1 -0.2 -0.060
C 10.152236 2.769036 -5.552509 0.0 0.3 0.1 -0.063
C 0.287570 -2.267081 -1.209211 -0.1 0.2 0.3 -0.054
C -2.439444 0.262050 -2.594611 0.3 2.1 2.2 0.126
C -9.133428 0.528632 3.231771 -0.1 -0.1 0.2 -0.066
C 6.383235 4.594479 -1.756687 0.7 0.2 -0.3 -0.497
C 10.759575 0.550567 -4.542653 0.1 0.0 0.3 -0.065
C 12.023086 -4.634467 -3.003306 0.0 -0.2 -0.2 -0.066
C -2.384096 2.768245 0.541300 0.7 -0.2 -0.2 -0.176
C 3.391871 0.858420 -1.440582 0.1 -0.1 0.2 -0.055
C -1.741720 3.034977 -1.949008 -1.0 -2.7 1.0 0.028
C -7.674315 0.428488 2.819853 -0.4 0.5 -0.3 -0.492
C -9.847484 4.081702 7.378266 0.1 0.3 0.1 -0.065
C 10.273015 -3.480798 -1.619584 -0.3 0.0 0.0 -0.065
C -1.877287 1.204947 -3.573086 -0.5 -0.7 1.1 -0.047
C -3.244308 -0.227999 -0.092368 0.0 -1.7 0.5 -0.381
C -2.449870 5.648540 3.553763 -0.2 0.1 0.7 -0.500
C 7.394316 3.575815 -2.259614 -0.3 0.0 0.2 -0.071
C -3.189071 -10.825079 0.498579 -0.1 -0.2 0.2 -0.066
C -7.502510 0.660072 1.326839 0.2 -0.1 -0.1 -0.055
C 10.103316 1.901570 -4.303831 -0.1 -0.4 -0.7 -0.491
C -0.406398 -3.443128 -1.876712 0.6 0.2 -0.1 -0.500
C 2.779685 3.076985 -2.444218 0.0 0.2 0.0 -0.051
H -0.446149 -1.524448 -0.887475 0.0 -0.1 0.1 0.055
H -4.413254 -6.184359 2.995241 0.1 0.0 0.0 0.085
H 10.707698 -0.064826 -3.644049 0.0 0.1 -0.1 0.061
H 0.964237 -1.762327 -1.906988 0.1 -0.2 0.0 0.075
H -2.697797 -0.802347 -2.822616 0.4 1.2 -0.2 0.132
H -0.920876 2.745705 2.294366 0.0 -0.1 -1.1 0.062
H 2.296718 4.039598 -2.258635 0.1 0.0 0.1 0.082
H 8.081118 4.029927 -2.978696 0.0 0.0 0.1 0.076
H -7.247663 2.271078 3.314206 0.0 -0.1 0.0 0.085
H -9.317721 3.169290 7.668628 -0.1 0.0 0.0 0.082
H 3.344631 0.241060 -0.540373 0.0 0.1 0.0 0.080
H 11.808299 0.666408 -4.827435 0.0 0.0 0.0 0.085
H 3.807765 3.258881 -2.763667 -0.1 0.1 0.0 0.064
H 2.236165 2.602738 -3.268366 0.1 -0.1 0.0 0.084
H -9.282207 2.688579 5.293203 0.0 0.1 0.0 0.068
H -3.182708 2.267196 1.144573 0.8 0.3 -0.7 0.098
H -7.284183 -0.557020 3.085648 0.1 0.1 0.1 0.139
H 12.402069 -4.790148 -4.015717 -0.1 0.0 0.0 0.079
H 1.286486 -4.049250 -3.086470 0.0 0.1 0.1 0.082
H -6.448661 0.596598 1.048715 -0.1 0.0 0.0 0.050
H -11.200920 1.822301 6.493877 0.0 0.1 0.1 0.080
H 0.093819 -5.314045 -2.837335 0.0 0.0 0.1 0.079
H -12.209672 2.629781 5.304374 0.0 0.1 0.1 0.080
H -9.744496 -0.210709 2.709370 0.0 0.0 0.0 0.082
H -2.653242 3.863380 0.490955 0.3 -1.1 -0.1 0.107
H -2.815385 -6.575773 2.331157 -0.1 0.0 -0.1 0.073
H -1.907379 4.278667 4.837059 0.0 0.0 -0.1 0.092
H 9.978375 -4.418247 -1.142612 0.0 0.1 0.0 0.080
H -0.560285 -2.561521 -3.599489 -0.2 0.0 0.0 0.095
H -8.062651 -0.076425 0.746071 0.0 0.1 0.0 0.084
H 3.244600 2.720553 -0.375416 -0.2 0.0 0.1 0.137
H 5.679535 4.108483 -1.075456 -0.1 0.1 -0.2 0.129
H -4.443545 6.499243 3.651583 0.0 0.0 0.0 0.082
H -1.387058 -7.915935 -0.033016 0.0 -0.1 0.0 0.073
H 6.237551 5.529162 -3.467057 0.0 -0.1 0.1 0.089
H -2.092035 -8.966314 -1.251498 0.0 -0.1 0.0 0.083
H 0.863647 -2.593002 -0.339727 0.0 0.1 0.0 0.084
H -4.058954 5.386844 4.980867 0.1 0.1 0.0 0.083
H -11.104660 4.803815 5.790433 0.1 -0.1 -0.2 0.138
H 9.668208 3.731617 -5.370483 0.1 0.0 0.0 0.073
H 2.869283 0.309375 -2.230150 0.0 0.1 -0.1 0.078
H 0.921180 1.561157 -1.518570 0.2 0.0 0.0 0.076
H -2.339372 5.788607 2.475486 0.1 -0.2 0.0 0.132
H -1.843595 -2.976261 1.737317 0.0 -0.1 0.0 0.072
H -0.606930 1.545714 0.882881 0.0 1.2 0.7 0.076
H -4.693149 -3.628193 1.591332 0.1 0.0 0.1 0.086
H -10.512923 4.372906 8.194102 0.0 0.0 0.0 0.080
H 10.242444 -0.000515 -5.333325 0.0 0.1 0.0 0.088
H 9.406936 -2.815845 -1.647753 0.0 -0.1 0.0 0.080
H 1.189469 -4.868639 -1.513659 0.0 0.0 -0.1 0.078
H 10.606831 2.414331 -3.480355 -0.2 0.0 0.1 0.139
H -0.806754 -9.585593 -0.194282 0.0 0.0 0.0 0.080
H -2.792256 -4.383386 3.557394 -0.2 0.2 0.0 0.138
H -4.406515 4.745169 3.383543 0.0 0.1 0.0 0.075
H -0.699286 6.822113 4.032718 -0.1 0.0 -0.1 0.080
H 7.978159 3.159342 -1.435666 0.0 0.0 -0.1 0.088
H 9.613380 2.293794 -6.377768 0.1 -0.1 0.0 0.083
H -1.819527 6.641433 5.373058 -0.1 0.0 0.0 0.082
H 7.744510 6.279814 -1.722489 0.1 -0.1 0.0 0.081
H 7.642880 5.399104 -0.183777 0.0 0.0 0.0 0.079
H 11.780791 -5.606384 -2.567635 0.0 0.0 0.0 0.080
H -9.091785 4.859675 7.249206 -0.1 0.0 0.0 0.079
H -9.530807 1.525223 3.016003 0.0 0.0 -0.1 0.078
H -2.555111 -4.022676 0.523314 0.0 -0.1 0.1 0.068
H -4.106285 -5.960577 1.282449 0.2 0.0 0.0 0.077
H -2.349224 -11.520928 0.559628 0.0 0.0 0.0 0.080
H 11.182335 2.950210 -5.867454 -0.1 0.0 0.0 0.080
H 6.891019 2.759639 -2.777006 0.0 0.1 0.1 0.068
H 12.836790 -4.185941 -2.425028 -0.1 0.0 0.1 0.081
H 4.438689 0.973856 -1.730745 0.0 0.0 0.0 0.076
H -0.268336 3.315496 0.627099 -0.4 -0.9 0.9 0.073
H 11.027671 -2.993277 -0.994635 0.1 -0.1 0.0 0.081
H -1.270423 -4.648526 1.577472 0.0 0.0 0.0 0.083
H 6.331731 6.479164 -0.698034 0.0 -0.1 0.0 0.078
H -4.117160 -0.359356 1.651368 0.0 -0.2 -0.8 0.143
H -1.194087 3.120596 -3.940688 -0.1 -0.7 0.0 0.174
H -4.234797 -8.579072 -0.186621 0.1 0.0 0.1 0.093
H -3.950119 -11.131921 1.219347 0.1 0.0 0.0 0.080
H 8.289355 1.255359 -4.633757 0.1 0.0 0.1 0.097
H 11.849646 -2.070991 -3.080090 -0.1 -0.1 0.0 0.085
H -3.640228 -10.909023 -0.494828 0.1 0.1 0.0 0.081
H -7.845317 1.660582 1.044891 -0.1 -0.1 0.1 0.086
H -1.109628 -3.903430 -1.179933 0.0 0.1 -0.1 0.116
H -2.212520 7.749009 4.042051 0.0 0.0 0.1 0.081
H -12.389130 3.030836 7.023797 0.0 -0.1 0.0 0.079
H -9.239118 0.371132 4.308392 0.0 -0.1 -0.1 0.076
H 10.024180 -4.166379 -3.642284 0.1 0.2 -0.1 0.139
H -1.477233 4.104348 -1.736910 -0.3 -1.3 -0.4 0.154
H -2.336537 -9.325794 1.782795 -0.2 0.1 0.0 0.137
```
Forces are in eV/Å.

[2]
This record from OMol25 describes an isolated molecule of C4H6N2O at a distorted geometry. The level of theory is wB97M-V/def2-TZVPD.

Properties
LUMO level   0.71 eV
Structure (SMILES)   [H]/N=C/OCCC#N
Kohn-Sham gap   11.2744 eV
Energy relative to the best compared isomer or geometry (same formula, charge and spin)   166.97 kJ/mol

```
13
Properties=species:S:1:pos:R:3:forces:R:3:lowdin_charge:R:1
O 1.252598 -0.020660 -0.614235 0.1 0.1 0.0 -0.092
N 1.001959 -2.110264 0.318804 0.0 0.5 0.1 0.144
N -2.030365 0.041122 1.755442 0.6 0.5 -0.8 0.147
C -1.471665 0.571376 0.892460 -0.5 -0.4 0.7 -0.230
C -0.030785 0.263960 -1.143536 -0.2 0.0 -0.1 -0.195
C 1.304997 -0.894328 0.428465 0.0 -0.3 0.2 -0.325
C -0.780709 1.237292 -0.217535 0.0 0.1 0.0 -0.146
H -0.052673 1.945696 0.193426 -0.1 -0.1 -0.1 0.128
H -0.602133 -0.655364 -1.308611 0.1 0.1 0.0 0.127
H 1.125883 -2.538978 1.234531 -0.1 -0.2 -0.1 0.059
H 0.149778 0.753142 -2.102818 0.0 -0.1 0.1 0.127
H 1.652337 -0.408945 1.344823 0.1 -0.1 -0.1 0.134
H -1.519220 1.815951 -0.781217 0.0 -0.1 0.0 0.123
```
Forces are in eV/Å.

[3]
This record from OMol25 describes a structure of composition C19H27N5O2ReS at a distorted geometry. The level of theory is wB97M-V/def2-TZVPD.

Properties
LUMO level (spin up / spin down)   -12.67 / -16.28 eV
2S+1   4
<S²>   3.812
Total charge   +4
Kohn-Sham gap (spin up / spin down)   8.4496 / 4.8369 eV
Energy relative to the best compared isomer or geometry (same formula, charge and spin)   193.29 kJ/mol

```
55
Properties=species:S:1:pos:R:3:forces:R:3:lowdin_spin:R:1
Re -1.038064 1.690796 -1.026205 -2.0 -3.2 3.6 0.681
S 0.651942 -1.474191 0.166876 0.1 -0.3 0.7 0.677
O 0.278720 1.625138 1.886572 -2.2 0.4 -4.0 0.002
O -2.243416 -1.212526 -1.543902 1.4 3.5 0.7 0.028
N -2.886366 1.898354 0.166130 -0.9 0.1 -0.5 0.003
N 2.467907 1.143839 -0.074478 0.1 1.2 0.9 0.039
N -0.065763 -2.937168 2.370482 -1.1 -0.5 -3.5 0.496
N 0.604143 -0.710791 -2.410285 -0.5 -0.6 -1.6 0.052
N 2.184197 -2.582235 2.028131 -0.5 1.2 0.5 0.376
C 2.870788 2.082124 0.485065 0.2 -1.6 -1.0 0.007
C 3.541453 3.175518 1.156563 0.0 0.3 0.1 0.001
C -1.270080 1.898362 -3.087309 -0.5 0.1 -2.7 0.036
C -4.000038 2.055352 0.456399 1.8 -0.3 0.3 0.016
C 0.120656 2.106866 -3.026930 0.0 -0.4 -1.3 0.042
C 0.445283 -1.959012 -4.703545 0.0 0.0 -0.3 0.002
C -1.396246 -2.343167 2.280661 -0.4 0.9 0.9 0.047
C 2.380767 -3.183293 3.347435 0.2 -0.1 0.7 0.054
C -1.766396 -0.178814 -1.319451 -1.9 -4.0 -0.4 0.038
C -0.103627 -4.397539 2.115144 0.4 -1.1 0.7 0.042
C 0.927667 -2.336911 1.586205 1.0 -0.1 0.6 0.013
C 0.641196 2.946785 -2.078045 1.2 -0.2 0.6 0.027
C -0.214696 3.587495 -1.168138 0.2 3.7 0.6 0.035
C -2.136134 2.838780 -2.463163 -0.2 0.2 -0.8 0.020
C -1.581176 3.727780 -1.519780 0.3 1.6 -0.1 -0.008
C -0.212257 1.657169 0.825755 2.4 -1.1 4.1 0.014
C 3.268295 -1.815303 1.423469 0.6 -0.5 -0.2 0.058
C -5.337497 2.185813 0.980028 -0.1 0.0 -0.3 0.003
C 0.470142 -1.240430 -3.439263 0.7 0.2 1.2 0.013
H 1.545745 -2.917152 4.009488 0.4 0.0 -0.1 0.012
H -1.910509 -2.620189 1.344334 0.2 -0.2 0.4 0.026
H 4.618054 3.108175 0.942535 -0.3 0.1 0.1 0.000
H -5.578795 1.268959 1.505964 0.0 -0.2 0.2 0.001
H 0.212680 -3.015702 -4.539728 0.0 0.2 0.0 0.000
H -3.193680 2.826221 -2.689892 0.0 0.0 0.1 0.001
H -1.286274 -1.257305 2.292024 -0.1 -0.1 0.2 0.003
H 3.329385 -2.830418 3.767868 -0.3 -0.1 -0.1 0.007
H 0.218585 4.022614 -0.256160 -0.4 0.6 -0.9 0.001
H -0.247057 -4.929353 3.065972 -0.2 0.0 -0.2 0.015
H -0.303156 -1.527356 -5.373143 0.1 -0.1 0.0 0.001
H 0.829198 -4.740741 1.650891 -0.3 0.1 0.2 0.001
H 1.430556 -1.888498 -5.184628 -0.2 0.0 0.2 0.000
H -5.402316 3.028703 1.667155 0.0 0.1 -0.1 0.001
H -1.973144 -2.668984 3.157417 0.0 -0.1 -0.3 0.009
H 3.052909 -0.734094 1.468971 0.1 -0.3 0.2 0.025
H -6.035137 2.275688 0.148928 -0.1 0.2 0.0 0.000
H 0.765637 1.551478 -3.695357 0.1 0.0 0.3 0.001
H 1.719397 3.057328 -1.983775 -0.2 -0.3 0.2 0.004
H 3.305134 -2.080792 0.360315 0.2 0.0 0.0 0.022
H 4.195503 -2.072441 1.944186 -0.2 0.1 -0.3 0.002
H -0.940859 -4.628376 1.428677 0.3 0.2 0.4 0.023
H 2.413403 -4.280962 3.282955 0.2 0.1 -0.2 0.027
H -2.214941 4.451317 -1.013001 0.0 -0.4 0.3 0.000
H 3.351410 3.096009 2.232340 0.2 0.1 -0.1 0.001
H 3.159293 4.136420 0.794616 0.2 -0.1 0.1 0.000
H -1.662420 1.120657 -3.743370 0.0 0.5 -0.1 0.001
```
Forces are in eV/Å.